DFT (the ωB97M-V functional and the def2-TZVPD basis) results for a structure of composition C12H30FeN6O4S2.

Molecular weight, g mol⁻¹: 442.389
Net charge: 0
Kohn-Sham gap (spin up / spin down), eV: 7.55 / 7.71
Total energy, eV: -86122.4156
Relative energy (zero: lowest compared OMol25 entry of this formula, charge and spin), kcal per mole: 0.0
2S+1: 5
E_HOMO (spin up / spin down), eV: -7.31 / -7.48

Cartesian coordinates (Å):
Fe -0.47 -0.32 -0.71
N -2.37 0.79 -0.50
C -2.38 1.97 0.37
C -0.98 2.28 0.88
N -0.30 1.10 1.41
C -1.02 0.47 2.52
C -1.77 -0.81 2.11
N -1.02 -1.51 1.06
C 1.09 1.50 1.75
C 1.92 0.46 2.51
N 1.79 -0.88 1.95
H -2.72 0.96 -1.43
H -2.95 0.05 -0.12
H -3.07 1.83 1.19
H -2.73 2.84 -0.19
H -1.05 3.07 1.65
H -0.36 2.67 0.07
H -1.73 1.17 2.98
H -0.31 0.21 3.29
H -2.78 -0.59 1.76
H -1.89 -1.42 3.01
H -1.41 -2.43 0.89
H -0.04 -1.62 1.35
H 1.08 2.41 2.37
H 1.58 1.72 0.81
H 1.61 0.43 3.56
H 2.95 0.84 2.50
H 2.28 -1.54 2.55
H 2.28 -0.91 1.05
C -0.48 1.48 -3.72
N -0.32 0.12 -4.20
C 0.58 -0.03 -5.34
C 0.33 -1.34 -6.05
C 0.27 -2.45 -5.02
N -0.76 -2.16 -4.04
C -1.28 -3.30 -3.31
C -0.90 -0.91 -3.55
O -1.61 -0.69 -2.52
H -1.23 2.01 -4.31
H 0.47 2.00 -3.82
H -0.76 1.51 -2.67
H 1.60 0.03 -4.98
H 0.39 0.81 -6.02
H 1.13 -1.53 -6.76
H -0.62 -1.31 -6.60
H 1.23 -2.58 -4.51
H 0.01 -3.40 -5.50
H -1.88 -3.92 -3.98
H -1.90 -2.95 -2.49
H -0.46 -3.89 -2.90
O 2.65 -0.20 -2.94
S 2.27 -0.40 -1.56
O 3.38 -0.36 -0.62
O 1.23 0.62 -1.13
S 1.22 -2.14 -1.32

DFT (the ωB97M-V functional and the def2-TZVPD basis) results for a structure of composition C12H30KN2O8S2.

Molecular weight, g mol⁻¹: 433.610
Net charge: -3
Kohn-Sham gap, eV: 1.98
Total energy, eV: -70280.7093
Relative energy (zero: lowest compared OMol25 entry of this formula, charge and spin), kcal per mole: 0.0
E_HOMO, eV: 2.70

Cartesian coordinates (Å):
K 1.60 -0.43 1.03
S 4.76 1.59 3.26
O 4.68 0.15 3.26
O 3.48 2.24 3.03
O 5.41 2.12 4.44
O 5.76 2.06 2.32
S 0.75 -5.55 2.70
O -0.72 -5.68 2.63
O 1.16 -4.19 2.49
O 1.29 -6.17 3.90
O 0.99 -6.44 1.57
C -1.56 0.22 4.31
C -2.37 -0.39 3.16
N -2.38 0.34 1.90
C -2.50 1.80 2.00
C -3.79 2.37 2.59
C -3.28 -0.23 0.89
C -2.91 -1.68 0.49
H -2.02 1.15 4.64
H -0.57 0.50 3.95
H -1.55 -0.48 5.14
H -2.02 -1.41 3.01
H -3.37 -0.41 3.58
H -2.45 2.27 1.02
H -1.69 2.24 2.57
H -3.96 1.93 3.57
H -4.66 2.07 2.00
H -3.70 3.46 2.59
H -4.28 -0.29 1.32
H -3.32 0.40 0.00
H -1.93 -1.89 0.06
H -3.08 -2.41 1.28
H -3.71 -1.96 -0.19
C 3.15 1.99 -2.94
C 2.56 0.81 -3.69
N 1.29 0.35 -3.19
C 0.24 1.41 -3.30
C 0.01 2.06 -4.67
C 0.94 -0.84 -3.92
C 1.78 -2.02 -3.47
H 4.23 2.06 -3.06
H 2.91 1.89 -1.88
H 2.69 2.96 -3.11
H 2.54 0.92 -4.78
H 3.33 0.04 -3.52
H -0.72 1.05 -2.95
H 0.48 2.20 -2.59
H 0.89 2.59 -5.03
H -0.40 1.28 -5.32
H -0.80 2.78 -4.54
H 0.89 -0.79 -5.00
H -0.06 -1.08 -3.55
H 1.97 -1.97 -2.40
H 2.74 -2.01 -3.99
H 1.31 -3.00 -3.61

DFT (the ωB97M-V functional and the def2-TZVPD basis) results for a structure of composition C12H32Cl3CrN5O3P.

Molecular weight, g mol⁻¹: 483.749
Net charge: 0
Kohn-Sham gap (spin up / spin down), eV: 7.58 / 8.14
Total energy, eV: -101836.4638
Relative energy (zero: lowest compared OMol25 entry of this formula, charge and spin), kcal per mole: 0.0
2S+1: 4
E_HOMO (spin up / spin down), eV: -8.05 / -8.06

Cartesian coordinates (Å):
Cr 2.08 -1.83 0.62
Cl 1.34 -3.80 2.22
Cl 4.26 -1.46 1.55
Cl 2.32 -3.40 -1.33
C 2.69 0.21 -1.77
O 2.31 -0.25 -0.67
N 3.41 1.35 -1.89
C 4.35 1.56 -3.05
C 3.72 2.16 -0.76
H 2.36 -0.20 -2.73
H 3.96 1.67 -4.07
H 5.00 0.69 -3.12
H 4.89 2.51 -3.03
H 3.88 1.56 0.14
H 4.32 3.05 -0.93
H 2.81 2.59 -0.35
C 1.34 0.45 3.05
O 1.38 -0.56 2.28
N 0.32 0.79 3.78
C 0.35 2.01 4.61
C -0.99 0.16 3.73
H 2.23 1.09 3.20
H -0.26 2.80 4.17
H 1.39 2.32 4.76
H -0.06 1.81 5.59
H -1.63 0.89 3.23
H -0.95 -0.85 3.32
H -1.41 0.15 4.73
O 0.12 -1.33 0.09
P -1.16 -0.81 -0.48
N -1.61 -1.61 -1.92
C -0.60 -1.87 -2.97
C -2.87 -2.37 -2.08
N -1.03 0.82 -1.05
C -1.81 1.19 -2.23
C -0.28 1.77 -0.27
N -2.49 -0.97 0.59
C -3.59 0.02 0.43
C -2.79 -2.26 1.24
H -0.61 -2.92 -3.25
H 0.38 -1.46 -2.74
H -0.94 -1.44 -3.91
H -3.55 -2.01 -2.85
H -3.63 -2.34 -1.30
H -2.79 -3.45 -2.21
H -1.35 2.15 -2.46
H -1.77 0.55 -3.12
H -2.81 1.53 -1.99
H 0.62 2.03 -0.83
H -0.83 2.70 -0.15
H -0.09 1.39 0.73
H -4.59 -0.23 0.78
H -3.08 0.76 1.05
H -3.65 0.37 -0.60
H -1.90 -2.85 1.06
H -3.72 -2.70 0.87
H -2.98 -2.17 2.31

DFT (the ωB97M-V functional and the def2-TZVPD basis) results for a structure of composition C12H32FO4Zn.

Molecular weight, g mol⁻¹: 324.772
Net charge: +1
Kohn-Sham gap, eV: 4.65
Total energy, eV: -72280.7148
Relative energy (zero: lowest compared OMol25 entry of this formula, charge and spin), kcal per mole: 54.2
E_HOMO, eV: -11.85

Cartesian coordinates (Å):
Zn -2.22 -0.75 -1.76
F -0.41 -1.07 -1.04
C -2.96 0.11 2.08
C -3.51 0.83 0.90
C -3.80 2.34 1.07
O -2.54 0.70 -0.18
H -2.73 -0.95 1.96
H -3.55 0.25 2.99
H -1.95 0.44 2.30
H -4.46 0.42 0.57
H -2.89 2.93 1.18
H -4.41 2.60 1.94
H -4.32 2.67 0.18
H -1.87 1.33 0.11
C 2.78 0.09 -1.23
C 2.65 -0.06 0.30
C 3.71 0.85 1.03
O 1.39 0.34 0.65
H 3.82 -0.11 -1.49
H 2.58 1.09 -1.61
H 2.16 -0.59 -1.81
H 2.84 -1.12 0.46
H 4.72 0.59 0.74
H 3.58 0.78 2.11
H 3.62 1.91 0.82
H 0.78 -0.20 0.14
C 1.30 -5.03 1.71
C 0.65 -3.67 1.36
C 0.59 -2.61 2.47
O 1.32 -3.10 0.27
H 0.85 -5.31 2.66
H 2.35 -4.94 1.99
H 1.11 -5.74 0.90
H -0.35 -3.89 1.01
H 0.22 -1.67 2.05
H 1.54 -2.44 2.96
H -0.15 -2.87 3.22
H 0.74 -2.48 -0.18
C 0.78 1.91 -3.51
C -0.30 1.93 -2.40
C -0.81 3.36 -2.09
O -1.46 1.18 -2.73
H 0.33 2.29 -4.43
H 1.21 0.90 -3.51
H 1.59 2.57 -3.20
H 0.08 1.52 -1.46
H -1.49 3.36 -1.23
H -1.41 3.79 -2.89
H 0.00 4.02 -1.77
H -1.70 1.46 -3.61

DFT (the ωB97M-V functional and the def2-TZVPD basis) results for a structure of composition C12H32N2O22S4V2.

Molecular weight, g mol⁻¹: 786.536
Net charge: 0
Kohn-Sham gap, eV: 5.73
Total energy, eV: -155694.4016
E_HOMO, eV: -8.29

Cartesian coordinates (Å):
O 29.31 10.48 31.48
V 29.08 12.00 31.08
O 30.38 12.79 31.45
O 29.09 8.47 28.17
V 28.20 9.72 27.66
O 28.56 9.92 26.12
N 28.16 11.86 34.05
O 28.12 12.60 32.98
O 29.25 11.49 34.48
O 27.11 11.54 34.58
N 26.31 10.70 30.29
O 26.85 11.72 30.76
O 25.18 10.41 30.61
O 26.95 9.91 29.52
O 26.37 8.58 27.28
S 25.03 8.13 27.46
O 23.98 9.10 27.49
O 24.71 7.08 26.34
C 23.32 6.67 26.22
C 23.26 5.54 25.21
C 24.90 7.23 28.97
H 22.75 7.53 25.86
H 22.87 6.35 27.16
H 22.23 5.19 25.28
H 23.89 4.70 25.48
H 23.54 5.83 24.20
H 25.46 6.29 28.92
H 23.88 6.95 29.22
H 25.33 7.79 29.80
O 25.74 13.69 28.35
S 26.24 13.00 27.22
O 26.81 11.67 27.23
O 25.17 13.08 26.07
C 24.89 11.87 25.29
C 23.57 12.07 24.59
C 27.47 14.04 26.46
H 24.95 10.97 25.90
H 25.70 11.76 24.57
H 23.14 13.07 24.57
H 22.77 11.48 25.05
H 23.61 11.64 23.59
H 28.40 14.08 27.01
H 26.97 15.00 26.40
H 27.64 13.64 25.46
O 21.01 13.50 29.56
S 21.82 12.46 30.10
O 22.57 12.60 31.30
O 20.83 11.22 30.29
C 21.29 10.05 30.97
C 22.00 9.01 30.13
C 22.82 11.92 28.72
H 20.39 9.60 31.39
H 21.91 10.31 31.83
H 21.81 8.05 30.62
H 23.08 9.11 30.12
H 21.64 8.87 29.11
H 23.53 12.71 28.53
H 22.15 11.80 27.88
H 23.31 10.98 28.96
O 28.37 14.00 29.92
S 27.97 15.19 30.62
O 26.92 15.20 31.56
O 29.27 15.68 31.34
C 29.31 16.91 32.09
C 30.71 17.37 32.33
C 27.73 16.44 29.37
H 28.76 16.67 33.01
H 28.67 17.69 31.66
H 31.11 17.80 31.41
H 31.37 16.57 32.67
H 30.72 18.20 33.03
H 27.78 17.42 29.83
H 26.76 16.21 28.94
H 28.54 16.32 28.65

DFT (the ωB97M-V functional and the def2-TZVPD basis) results for a cluster of 3 separate species, C12H32N2O4 in total.

Molecular weight, g mol⁻¹: 268.398
Net charge: +1
Kohn-Sham gap (spin up / spin down), eV: 8.82 / 3.98
Total energy, eV: -24120.2514
2S+1: 2
E_HOMO (spin up / spin down), eV: -11.52 / -11.52

Cartesian coordinates (Å):
C -0.68 0.43 5.03
C -0.72 -0.21 3.70
O -2.09 -0.24 3.27
H -1.28 0.01 5.83
H -0.98 1.48 4.97
H 0.30 0.37 5.51
H -0.21 -1.17 3.78
H -0.38 0.55 2.99
H -2.41 0.65 3.08
C -1.39 3.17 1.84
O -0.84 2.78 0.57
C 0.22 3.63 0.03
C 0.55 3.26 -1.42
N 0.82 1.90 -1.47
C 0.92 1.35 -2.88
C 1.22 -0.13 -3.08
O 1.62 -0.42 -4.38
C 2.83 0.17 -4.86
H -1.90 2.39 2.41
H -2.07 4.02 1.77
H -0.60 3.59 2.46
H 1.10 3.69 0.67
H -0.30 4.58 -0.11
H 1.38 3.87 -1.78
H -0.27 3.45 -2.12
H 0.46 1.33 -0.72
H 1.85 1.86 -3.14
H 0.04 1.62 -3.46
H 0.36 -0.73 -2.77
H 1.94 -0.52 -2.35
H 2.71 1.18 -5.26
H 3.39 -0.50 -5.51
H 3.33 0.50 -3.94
C 1.15 -2.45 0.90
C 0.00 -3.43 0.94
C -1.12 -3.16 -0.13
O -1.51 -1.71 -0.22
C -2.51 -1.38 -1.24
N 0.43 -4.78 0.80
H 1.93 -2.37 1.65
H 0.80 -1.42 0.83
H 1.77 -2.69 0.04
H -0.47 -3.38 1.93
H -2.00 -3.69 0.23
H -0.92 -3.61 -1.10
H -3.37 -1.96 -0.93
H -2.22 -1.71 -2.24
H -2.84 -0.35 -1.36
H 1.24 -4.97 1.38
H 0.72 -4.84 -0.17

DFT (the ωB97M-V functional and the def2-TZVPD basis) results for a cluster of 4 separate species, C12H32O12S4 in total.

Molecular weight, g mol⁻¹: 496.644
Net charge: 0
Kohn-Sham gap, eV: 10.75
Total energy, eV: -80868.5205
Relative energy (zero: lowest compared OMol25 entry of this formula, charge and spin), kcal per mole: 86.8
SMILES: CCOS(C)(=O)=O.CCOS(C)(=O)=O.CCOS(C)(=O)=O.CCOS(C)(=O)=O
E_HOMO, eV: -10.83

Cartesian coordinates (Å):
O -10.10 17.95 11.78
S -10.73 19.07 11.01
O -11.60 20.17 11.51
O -9.49 19.80 10.16
C -8.51 18.93 9.74
C -7.53 19.44 8.72
C -11.59 18.31 9.43
H -8.99 17.99 9.46
H -7.85 18.76 10.59
H -7.91 20.05 7.89
H -6.93 18.61 8.38
H -6.86 20.13 9.23
H -11.34 17.25 9.43
H -11.24 18.78 8.51
H -12.65 18.35 9.68
O -6.21 16.69 6.24
S -5.06 16.28 7.03
O -4.00 17.29 7.32
O -5.70 15.76 8.45
C -6.97 14.89 8.48
C -7.39 14.62 9.96
C -4.48 14.64 6.52
H -6.67 13.91 8.12
H -7.73 15.27 7.79
H -8.09 15.39 10.27
H -6.62 14.42 10.71
H -7.93 13.67 10.01
H -5.30 13.93 6.44
H -3.62 14.23 7.06
H -4.19 14.73 5.48
O -7.15 11.60 8.47
S -5.96 10.85 7.96
O -5.79 10.66 6.51
O -4.58 11.63 8.36
C -3.29 11.03 7.90
C -2.08 11.46 8.63
C -5.80 9.31 8.89
H -3.27 11.52 6.93
H -3.20 9.95 7.80
H -1.16 11.04 8.23
H -2.02 11.28 9.70
H -2.04 12.54 8.52
H -4.93 8.77 8.51
H -6.70 8.73 8.68
H -5.71 9.38 9.98
O -8.34 11.91 15.57
S -9.09 12.23 14.36
O -10.50 11.84 14.26
O -8.91 13.82 13.89
C -8.22 14.77 14.71
C -9.26 15.89 14.77
C -8.20 11.68 12.78
H -7.27 14.94 14.21
H -8.05 14.24 15.65
H -8.82 16.76 15.27
H -10.11 15.51 15.33
H -9.67 16.24 13.83
H -7.15 11.68 13.09
H -8.45 12.33 11.95
H -8.46 10.65 12.53

DFT (the ωB97M-V functional and the def2-TZVPD basis) results for a cluster of 7 separate species, C12H33BF4NO5 in total.

Molecular weight, g mol⁻¹: 358.202
Net charge: -1
Kohn-Sham gap, eV: 9.90
Total energy, eV: -36254.5725
Relative energy (zero: lowest compared OMol25 entry of this formula, charge and spin), kcal per mole: 0.0
E_HOMO, eV: -6.94

Cartesian coordinates (Å):
B 53.82 55.14 97.71
F 54.74 54.54 98.29
F 52.59 54.36 97.71
F 53.65 56.38 98.49
F 54.06 55.50 96.42
C 53.63 51.55 96.86
C 54.49 50.30 96.56
N 55.12 49.41 96.40
H 54.30 52.38 96.42
H 52.80 51.56 96.24
H 53.38 51.45 97.88
C 56.48 53.59 92.55
C 55.39 53.93 93.59
O 55.88 54.79 94.65
H 56.89 54.62 92.04
H 56.30 53.03 91.56
H 57.36 53.17 93.14
H 54.75 53.06 94.04
H 54.73 54.64 93.01
H 55.16 55.10 95.17
C 56.63 56.89 102.47
C 55.48 57.06 101.45
O 55.94 56.48 100.21
H 56.22 57.19 103.44
H 57.64 57.62 102.37
H 56.93 55.93 102.68
H 55.02 58.07 101.34
H 54.60 56.63 101.93
H 55.18 56.59 99.60
C 57.00 59.05 95.80
C 56.79 57.87 96.83
O 55.68 58.10 97.62
H 55.98 59.41 95.76
H 57.77 58.84 94.91
H 57.45 59.78 96.65
H 57.75 57.66 97.31
H 56.29 57.02 96.08
H 55.38 57.28 97.87
C 52.27 52.21 102.12
C 52.50 53.24 101.07
O 51.65 53.12 99.95
H 52.44 52.58 103.08
H 52.82 51.38 102.14
H 51.40 51.80 102.34
H 53.62 53.29 100.66
H 52.32 54.22 101.25
H 51.93 53.76 99.29
C 50.01 55.49 95.28
C 50.55 54.30 94.54
O 51.88 54.42 94.55
H 48.89 55.62 95.32
H 50.50 56.49 94.94
H 49.91 55.57 96.34
H 50.22 54.17 93.43
H 50.16 53.37 94.90
H 52.33 54.77 95.43